No. 1
122
Properties=species:S:1:pos:R:3:lowdin_charge:R:1 method="wB97M-V/def2-TZVPD" orbital_gap_ha=0.2542 charge=+1 e_lumo_ev=-2.91 e_homo_ev=-9.83
Cd 0.450 -1.772 -0.388 1.219
C 0.076 -3.856 2.518 -0.232
Si -0.193 -2.064 1.999 0.518
C 0.779 -1.070 3.297 -0.295
C 0.521 -1.448 4.622 -0.108
C 1.229 -0.931 5.691 -0.067
C 2.234 -0.006 5.455 -0.063
C 2.494 0.400 4.157 -0.102
C 1.784 -0.111 3.066 -0.380
P 2.060 0.571 1.375 1.044
C 2.320 2.374 1.763 -0.437
C 2.577 3.210 0.483 -0.198
C 1.912 4.592 0.540 -0.192
C 2.047 5.184 1.940 -0.184
C 1.271 4.331 2.966 -0.174
C 1.059 2.896 2.469 -0.219
C 3.744 -0.110 0.943 -0.434
C 3.983 0.084 -0.566 -0.251
C 5.362 -0.456 -0.936 -0.185
C 6.470 0.406 -0.292 -0.181
C 5.950 1.181 0.929 -0.195
C 4.982 0.337 1.758 -0.177
C -2.075 -1.810 2.070 -0.302
C -2.692 -2.431 3.166 -0.104
C -4.068 -2.508 3.300 -0.066
C -4.875 -2.014 2.287 -0.067
C -4.292 -1.402 1.191 -0.113
C -2.904 -1.250 1.081 -0.389
P -2.234 -0.196 -0.281 1.060
C -2.648 1.465 0.485 -0.417
C -4.107 1.828 0.768 -0.190
C -4.194 3.183 1.479 -0.185
C -3.527 4.281 0.655 -0.194
C -2.058 3.934 0.433 -0.203
C -1.933 2.590 -0.287 -0.227
C -3.350 -0.709 -1.715 -0.428
C -4.665 -0.003 -2.093 -0.190
C -4.490 1.307 -2.860 -0.190
C -3.567 1.138 -4.068 -0.185
C -2.236 0.545 -3.613 -0.208
C -2.472 -0.820 -2.977 -0.262
H 0.072 -3.971 3.605 0.027
H 1.038 -4.208 2.144 0.024
H -0.697 -4.506 2.103 0.032
H -0.264 -2.167 4.830 0.081
H 1.001 -1.248 6.701 0.110
H 2.800 0.416 6.276 0.110
H 3.258 1.151 4.009 0.087
H 3.177 2.493 2.432 0.102
H 2.211 2.683 -0.404 0.072
H 3.652 3.345 0.351 0.101
H 0.852 4.519 0.280 0.093
H 2.379 5.248 -0.197 0.114
H 1.679 6.210 1.950 0.108
H 3.108 5.224 2.204 0.114
H 0.298 4.785 3.170 0.106
H 1.817 4.305 3.911 0.111
H 0.226 2.857 1.760 0.080
H 0.792 2.256 3.308 0.102
H 3.593 -1.184 1.106 0.102
H 3.927 1.145 -0.837 0.102
H 3.209 -0.438 -1.135 0.054
H 5.487 -0.486 -2.020 0.109
H 5.430 -1.486 -0.574 0.111
H 6.867 1.113 -1.023 0.108
H 7.299 -0.235 0.012 0.109
H 5.453 2.098 0.602 0.092
H 6.793 1.483 1.551 0.114
H 4.694 0.891 2.649 0.075
H 5.514 -0.552 2.108 0.123
H -2.076 -2.878 3.939 0.086
H -4.505 -2.962 4.179 0.110
H -5.954 -2.083 2.358 0.110
H -4.933 -1.035 0.400 0.087
H -2.135 1.371 1.453 0.117
H -4.566 1.069 1.400 0.100
H -4.677 1.886 -0.161 0.095
H -3.696 3.112 2.452 0.120
H -5.242 3.429 1.661 0.114
H -3.615 5.242 1.165 0.113
H -4.032 4.374 -0.313 0.117
H -1.554 3.877 1.405 0.098
H -1.561 4.713 -0.152 0.111
H -0.874 2.325 -0.400 0.082
H -2.362 2.694 -1.288 0.093
H -3.608 -1.726 -1.401 0.087
H -5.293 0.169 -1.219 0.087
H -5.214 -0.701 -2.736 0.124
H -4.079 2.079 -2.205 0.083
H -5.471 1.656 -3.190 0.119
H -3.415 2.097 -4.566 0.115
H -4.032 0.461 -4.792 0.119
H -1.791 1.227 -2.874 0.083
H -1.538 0.455 -4.448 0.099
H -1.516 -1.291 -2.738 0.026
H -2.987 -1.450 -3.713 0.126
C -1.011 -7.599 -1.170 -0.043
O -0.034 -6.687 -0.660 0.009
C -0.131 -5.377 -0.880 -0.577
O 0.635 -4.602 -0.361 -0.038
N -1.164 -4.961 -1.685 0.018
N -1.244 -3.591 -1.975 0.030
H -0.755 -8.562 -0.745 0.102
H -0.961 -7.669 -2.259 0.096
H -2.016 -7.320 -0.853 0.101
H -1.587 -5.608 -2.328 0.130
H -2.217 -3.322 -2.029 0.075
H -0.790 -3.382 -2.858 0.067
O 0.821 0.512 -1.825 -0.234
H -0.005 0.922 -2.105 -0.003
H 1.368 1.192 -1.418 -0.002
O 3.033 -3.165 -1.530 0.069
C 2.013 -3.029 -1.977 -0.255
C 2.240 0.566 -5.343 -0.427
Te 1.621 -1.204 -4.315 1.196
C 1.838 -2.445 -6.047 -0.442
H 1.418 0.979 -5.923 0.001
H 3.071 0.319 -6.001 0.003
H 2.568 1.291 -4.600 -0.007
H 2.798 -2.249 -6.520 0.003
H 1.032 -2.248 -6.751 -0.002
H 1.800 -3.491 -5.740 -0.008

No. 2
11
Properties=species:S:1:pos:R:3:lowdin_charge:R:1 method="wB97M-V/def2-TZVPD" smiles="COC=O.O" orbital_gap_ha=0.4305 charge=0 e_lumo_ev=0.70 e_homo_ev=-11.02
C -2.262 0.535 0.419 -0.115
O -0.979 0.353 0.924 -0.090
C -0.174 -0.633 0.371 -0.254
O 1.014 -0.807 0.741 0.035
H -2.693 1.288 1.100 0.101
H -2.860 -0.389 0.494 0.094
H -2.329 0.915 -0.614 0.096
H -0.734 -1.145 -0.435 0.142
O 3.963 0.190 -0.846 -0.093
H 3.340 0.417 -1.574 0.042
H 3.713 -0.724 -0.582 0.041

No. 3
9
Properties=species:S:1:pos:R:3:lowdin_charge:R:1 method="wB97M-V/def2-TZVPD" orbital_gap_ha="0.2480 / 0.2480" charge=+1 e_lumo_ev="-6.68 / -6.68" e_homo_ev="-13.42 / -13.42"
C -0.512 -0.102 0.164 -0.537
C 0.727 0.668 -1.328 -0.695
N 0.697 -0.210 -0.285 -0.023
N -1.033 -0.767 1.203 0.236
S 2.250 1.890 -1.988 0.501
S -0.962 1.210 -0.990 1.051
H 1.285 -0.979 -0.096 0.170
H -0.611 -1.476 1.742 0.132
H -1.841 -0.234 1.578 0.164

No. 4
56
Properties=species:S:1:pos:R:3:lowdin_charge:R:1 method="wB97M-V/def2-TZVPD" smiles="C=CN1C(NCCF)=[N+](CCC(F)(F)C(F)(F)S(F)(F)(F)(F)F)[C@@H](COO)O[C@@H]1C[C@H](C)Br" orbital_gap_ha=0.3251 charge=+1 e_lumo_ev=-3.73 e_homo_ev=-12.57
C -1.518 -4.246 -1.619 0.082
C -0.519 -3.375 -1.408 -0.135
N -0.728 -1.943 -1.227 0.025
C -0.116 -1.552 -0.043 -0.259
N -0.783 -1.744 1.073 0.161
C -2.138 -2.301 1.167 -0.091
C -3.206 -1.371 0.600 -0.184
F -4.394 -1.686 1.211 -0.015
N 1.135 -1.056 -0.057 0.084
C 1.661 -0.533 1.216 -0.086
C 0.933 0.740 1.709 -0.045
C 1.026 0.785 3.221 -0.452
F 2.218 0.378 3.681 0.148
F 0.122 -0.160 3.670 0.094
C 0.583 2.093 3.931 -0.441
F -0.713 2.274 3.613 0.127
F 0.649 1.913 5.245 0.164
S 1.493 3.692 3.459 0.770
F 2.681 2.857 2.784 -0.139
F 2.285 3.693 4.818 -0.106
F 0.344 4.529 4.134 -0.102
F 0.705 3.715 2.074 -0.132
F 2.218 5.008 3.041 -0.086
C 1.452 -0.169 -1.214 -0.233
C 2.654 -0.709 -1.993 -0.126
O 3.853 -0.466 -1.294 -0.120
O 4.319 0.822 -1.716 0.013
O 0.319 0.039 -2.003 0.002
C -0.268 -1.157 -2.419 -0.272
C -1.465 -0.916 -3.361 -0.165
C -1.660 0.557 -3.754 -0.707
C -2.624 1.309 -2.836 -0.135
Br -2.459 0.539 -5.556 0.717
H -2.289 -4.127 -2.375 0.086
H -1.495 -5.180 -1.062 0.081
H 0.519 -3.711 -1.456 0.132
H -0.347 -1.500 1.952 0.129
H -2.342 -2.435 2.229 0.142
H -2.164 -3.287 0.712 0.108
H -3.336 -1.553 -0.468 0.107
H -2.951 -0.318 0.741 0.126
H 2.714 -0.310 1.063 0.139
H 1.642 -1.338 1.952 0.141
H 1.398 1.598 1.239 0.112
H -0.127 0.684 1.465 0.136
H 1.751 0.814 -0.850 0.165
H 2.586 -1.782 -2.177 0.138
H 2.695 -0.223 -2.971 0.149
H 4.339 1.324 -0.888 0.106
H 0.441 -1.792 -2.966 0.153
H -2.371 -1.283 -2.881 0.110
H -1.299 -1.492 -4.269 0.089
H -0.720 1.082 -3.878 0.084
H -2.104 1.800 -2.012 0.078
H -3.372 0.614 -2.450 0.074
H -3.188 2.040 -3.410 0.056

No. 5
15
Properties=species:S:1:pos:R:3:lowdin_charge:R:1 method="wB97M-V/def2-TZVPD" orbital_gap_ha=0.3144 charge=0 e_lumo_ev=0.31 e_homo_ev=-8.25
C -2.391 -0.461 0.459 -0.189
C 2.657 0.845 -0.435 -0.262
C -1.489 -0.014 -0.632 -0.144
N 1.519 0.937 0.412 -0.389
O 0.970 -1.698 0.043 -0.445
S 0.532 -0.281 0.367 0.846
H -1.957 -1.195 1.118 0.055
H -2.741 0.384 1.022 0.065
H -3.293 -0.968 -0.021 0.107
H 2.766 -0.200 -0.861 0.074
H 3.527 0.943 0.257 0.070
H 2.740 1.760 -1.102 0.081
H -1.778 0.872 -1.046 0.046
H -1.334 -0.816 -1.264 0.033
H 0.271 -0.108 1.682 0.052